Entry 1:
Here is a cluster of 3 separate species, C4H11N3O in total from OMol25. Energies are from wB97M-V/def2-TZVPD.

```
19
Properties=species:S:1:pos:R:3:forces:R:3:mulliken_charge:R:1
C 0.46252 -0.77516 0.20024 0.1 0.5 -1.0 -0.0686
C -0.58514 0.12724 0.38478 0.0 -1.5 2.4 -0.5774
C 0.25519 1.94502 -2.33349 -0.1 0.1 0.1 -1.1385
N -0.98535 -0.66286 2.20344 -0.6 0.7 -0.2 -0.5185
C 0.10922 0.50503 -1.87266 0.5 -0.7 -1.3 0.5312
N -0.16179 -0.24044 3.26379 0.2 -0.1 -0.3 -0.4442
N 0.31507 -1.99684 -0.36722 -0.1 0.1 -0.1 -0.3756
O -0.17948 -0.37715 -2.65128 0.0 0.6 0.8 -0.5251
H -0.91469 -1.68007 2.16117 0.2 0.2 -0.2 0.2730
H 1.40952 -0.58690 0.69593 0.0 0.1 -0.1 0.3649
H 0.83876 -0.40067 3.12179 -0.1 0.1 0.0 0.1948
H -0.31316 0.74631 3.43563 0.0 -0.1 0.0 0.2434
H 1.15383 -2.52622 -0.55175 -0.1 0.1 0.0 0.2187
H -0.35914 -2.04414 -1.12613 0.1 0.0 0.1 0.2851
H -1.54552 -0.04759 -0.07496 0.0 0.0 0.0 0.3529
H -0.36865 1.10120 0.79395 0.0 0.1 -0.2 0.2847
H 1.21751 2.33342 -1.99080 -0.1 0.0 0.0 0.2851
H -0.52853 2.54954 -1.86928 0.1 0.0 0.0 0.2651
H 0.17984 2.03029 -3.42316 0.0 -0.1 0.1 0.3489
```
Positions in Å, forces in eV/Å.

Output
Total charge: 0
E: -10838.5817 eV
E_HOMO (spin up / spin down): -0.228 / -0.228 hartree
Energy above the lowest of the compared OMol25 structures with the same formula, charge and spin: 6.6296 eV
Kohn-Sham gap (spin up / spin down): 0.2506 / 0.2542 Eh

Entry 2:
Here is a cluster of 5 separate species, C17H19Cl3N3 in total from OMol25. Energies are from wB97M-V/def2-TZVPD.

```
42
Properties=species:S:1:pos:R:3:forces:R:3:mulliken_charge:R:1
Cl 0.17204 0.70387 1.64744 -0.1 0.0 0.0 -0.9990
Cl -3.82973 4.70445 -3.03917 -0.1 0.4 -1.1 -0.1911
C -3.65747 4.19122 -1.37966 -0.7 -0.7 0.6 -0.4169
C -3.15987 5.29931 -0.51856 0.9 0.4 0.3 -0.4267
Cl -4.24524 6.72704 -0.52214 0.1 -0.1 -0.1 -0.1995
H -2.95156 3.36144 -1.41514 -0.1 0.0 0.4 0.3214
H -4.64720 3.87235 -1.05278 0.2 -0.2 0.0 0.2856
H -2.17553 5.56217 -0.90597 -0.1 0.5 0.1 0.2925
H -3.02340 5.04641 0.53287 -0.2 -0.4 -0.2 0.3323
N 4.17277 3.37807 6.33761 -0.1 1.4 1.6 -0.5200
C 2.98378 3.22680 6.94221 -1.0 -0.1 -0.4 -0.2214
C 2.41152 4.09129 7.88196 1.6 0.1 0.1 -0.3306
C 3.23651 5.10016 8.33367 -0.6 0.9 0.6 -0.1227
C 4.49013 5.32534 7.81421 0.1 -1.0 -1.4 -0.4561
C 4.88464 4.44923 6.78853 -0.4 -0.4 -0.2 -0.0998
H 2.34551 2.42335 6.60533 0.2 -0.4 -0.3 0.3739
H 1.43604 4.04249 8.34291 -0.1 -0.6 -0.4 0.3477
H 2.82419 5.77716 9.06719 0.1 0.2 0.2 0.3231
H 5.09084 6.18942 8.05694 0.1 -0.1 0.2 0.3478
H 5.79906 4.62501 6.24142 0.2 0.0 0.1 0.3585
N 4.43332 -4.48166 -2.47047 -2.8 -1.5 -1.6 -0.5158
C 3.10642 -4.60103 -2.90466 1.8 -0.2 0.8 -0.1576
C 2.60942 -5.61611 -3.76716 0.6 1.8 1.7 -0.5128
C 3.50892 -6.58999 -4.12474 -0.4 -0.6 -0.8 -0.1212
C 4.82017 -6.52314 -3.72727 -0.4 -0.3 -0.3 -0.3578
C 5.19746 -5.47251 -2.92966 1.3 0.9 0.8 -0.1583
H 2.51898 -3.87594 -2.36099 -0.6 0.1 -0.6 0.4238
H 1.56154 -5.60207 -4.02824 0.0 -0.2 -0.1 0.3629
H 3.21086 -7.43177 -4.73215 -0.2 0.0 -0.1 0.3432
H 5.48057 -7.30668 -4.06836 0.3 0.1 0.3 0.3264
H 6.21756 -5.39180 -2.58429 0.3 -0.2 -0.1 0.3673
N -6.24288 -2.40021 -4.40705 1.1 1.0 -2.5 -0.5782
C -6.35128 -2.70179 -3.13987 -0.7 -0.4 0.5 -0.0994
C -5.35191 -2.58920 -2.23133 4.2 0.6 -0.4 -0.2980
C -4.06249 -2.19837 -2.73877 -1.6 -1.0 -0.2 -0.2968
C -3.92409 -1.86715 -4.10245 -0.5 0.4 0.7 -0.3508
C -5.04534 -1.92625 -4.91965 -1.5 -0.9 2.3 -0.1631
H -7.26186 -3.13997 -2.75877 -0.6 0.1 -0.4 0.3259
H -5.35521 -2.90839 -1.19958 -0.6 0.0 0.0 0.3544
H -3.22080 -2.37786 -2.08629 0.2 0.7 0.0 0.3898
H -3.01036 -1.47371 -4.52282 0.3 -0.3 0.1 0.3668
H -4.99589 -1.62086 -5.95439 -0.3 -0.1 -0.1 0.3500
```
Positions in Å, forces in eV/Å.

Output
Total charge: -1
E: -59975.1650 eV
E_HOMO: -0.134 hartree
Energy above the lowest of the compared OMol25 structures with the same formula, charge and spin: 1.8027 eV
Kohn-Sham gap: 0.2206 Eh